DFT (the ωB97M-V functional and the def2-TZVPD basis) results for 13 unconnected molecules or ions with the total composition C43H108N4O15P at a distorted geometry.

The net charge is +1. The orbital gap is 8.06 eV. The value obtained for the energy above the lowest of the compared OMol25 structures with the same formula, charge and spin is 0.0 kJ/mol. Its total energy is -92297.27941 eV.

Geometry as XYZ:
```
171
Properties=species:S:1:pos:R:3:forces:R:3
P -4.374861 -0.079153 1.200998 0.1 0.7 0.5
O 2.275415 5.230835 4.002677 0.0 -0.2 -0.1
O -2.206078 5.423642 6.538551 0.0 0.0 -0.1
O -3.638144 0.956700 1.936011 0.2 0.0 -0.1
O 2.612961 11.016438 -3.688430 -0.1 -0.1 0.1
O 1.086557 -4.449360 -5.637555 -0.2 0.1 0.1
O 3.621430 -3.597039 4.116703 -0.2 0.0 -0.1
O 7.937018 -2.916448 0.269953 -0.2 0.1 0.1
O -4.616334 -1.423170 1.986175 -0.2 0.1 -0.2
O -2.988229 -2.556754 -3.467405 -0.2 -0.1 0.2
O -2.008201 -4.479757 -1.228674 -0.1 0.2 0.1
O -1.975783 4.741507 1.585312 -0.1 -0.1 -0.3
O 0.138470 9.025460 1.251107 -0.2 0.0 0.1
O -2.594964 -8.860146 1.769166 -0.1 0.0 -0.2
O -3.248512 -8.978646 -5.268412 0.0 0.1 -0.2
O -5.804856 0.394719 0.703783 0.2 -0.7 -0.3
N -1.292219 0.275917 0.584904 0.4 0.1 -0.3
N 0.045482 -1.442090 0.253161 -0.1 -0.1 0.3
N -2.022932 -0.716926 0.030453 0.0 -0.2 0.0
N 0.944003 0.598132 1.215398 1.8 -0.6 -0.2
C -3.750727 6.071821 2.572874 -0.1 -0.1 -0.2
C 1.383168 10.118181 -0.519575 -0.1 0.1 0.1
C 4.863154 -3.723897 2.043577 -0.1 0.1 -0.1
C 7.483946 -2.782630 -1.076051 0.3 -0.2 -0.2
C 1.012409 -6.678588 -6.579486 -0.1 0.0 0.1
C -2.957758 -6.527510 2.282481 0.0 0.1 -0.1
C -2.280643 6.004056 2.195381 -0.1 0.0 0.4
C -1.276301 -5.704065 -1.422128 0.1 -0.2 -0.4
C 1.609670 -0.935745 3.023698 0.3 -0.1 0.1
C -1.570803 6.914152 8.339513 0.1 0.0 -0.1
C 0.172749 7.956945 -0.918575 -0.2 0.0 0.0
C 3.608150 5.132413 6.022864 0.1 -0.1 -0.1
C -3.201664 -1.597509 -4.511456 0.2 0.3 0.0
C -3.943009 6.791285 7.524319 -0.1 0.0 -0.2
C 1.050975 1.914351 0.631229 -0.3 0.1 0.4
C 0.174023 9.274328 -0.155973 0.4 -0.2 -0.1
C 3.342629 9.847908 -4.059886 0.3 0.2 -0.2
C -3.429817 -0.550759 -0.281268 -0.3 0.1 -0.2
C 0.529316 2.986535 1.240058 0.0 0.1 -0.3
C 3.994679 -4.466483 3.046052 0.4 0.0 0.1
C -0.034562 -0.182603 0.702972 -0.2 0.3 -0.1
C 4.703761 -5.696168 3.591530 -0.1 -0.1 0.1
C 1.096209 4.983811 6.101839 0.0 -0.1 -0.1
C -0.348227 -5.547626 -2.613178 0.1 0.2 0.0
C -1.902715 -1.338737 -5.253542 0.0 -0.1 0.0
C 1.791616 0.143659 2.254976 -0.1 -0.2 0.0
C -3.509842 -7.941765 2.365843 0.3 0.1 0.3
C -2.475931 6.693853 7.137888 -0.1 -0.1 0.3
C 3.437476 9.742835 -5.574099 -0.2 0.0 0.0
C -5.056291 -10.546168 -4.905132 0.1 -0.1 -0.1
C 0.671082 -5.210438 -6.775387 0.3 -0.1 -0.1
C -1.385299 6.197555 3.402852 0.2 0.0 -0.1
C -2.243242 -6.856284 -1.611740 -0.2 0.0 0.1
C 2.352471 4.655555 5.311501 0.0 0.3 0.2
C 7.270437 -4.153386 -1.700221 -0.1 0.0 0.1
C -3.779858 -0.327922 -3.908473 -0.1 -0.1 0.1
C 4.721047 9.860987 -3.417104 -0.1 0.0 0.2
C -3.801584 -8.346608 3.802023 -0.1 -0.1 0.0
C -5.346676 -8.086384 -4.467357 0.0 0.2 0.0
C -4.666886 -9.138966 -5.328474 0.0 -0.1 0.4
C -1.184213 -1.746171 -0.139632 -0.1 0.1 0.1
C 1.303765 -4.653945 -8.040674 -0.1 0.1 0.0
C 8.467575 -1.951526 -1.885190 0.0 0.1 0.1
H 0.208823 4.639693 5.573227 0.0 0.0 0.0
H 8.782871 -3.377145 0.252512 0.0 0.0 0.0
H -1.757417 6.149519 9.098849 -0.1 0.0 0.0
H -1.741153 7.892830 8.789003 0.0 0.0 0.0
H 1.047935 -3.601548 -8.166604 0.0 0.0 0.0
H -4.425158 -8.010850 1.775290 0.0 -0.1 -0.1
H -4.579401 6.632127 6.653331 0.0 0.0 0.0
H -3.818633 -1.427568 -0.797946 0.2 -0.2 0.1
H -3.993260 5.286613 3.294854 0.0 0.1 0.1
H -2.348598 -2.172080 -2.857248 0.2 0.0 -0.2
H -1.674144 1.180513 0.839580 -0.2 -0.1 0.2
H -1.504157 -2.265796 -5.664407 0.0 0.0 0.0
H -3.927293 -2.046380 -5.189504 0.0 -0.1 0.1
H 4.069429 -6.217406 4.308713 0.0 0.0 0.0
H -2.756161 -6.256232 1.246592 0.0 0.0 0.0
H 0.644708 3.197164 2.300252 -1.2 -0.8 0.3
H 2.094343 -6.804836 -6.480522 0.0 0.0 -0.1
H -3.655483 -5.799195 2.699521 0.0 0.0 0.0
H 2.442692 9.733986 -6.019709 0.0 0.0 0.0
H 5.620506 -5.403829 4.110470 0.0 0.0 -0.1
H 3.701664 4.676954 7.009312 0.0 0.0 0.0
H 3.582646 6.218623 6.146485 0.0 0.0 0.1
H 5.785751 -3.375891 2.514224 0.0 -0.1 0.0
H -3.987163 0.430296 -4.662794 0.0 0.0 0.0
H -0.739022 9.827993 -0.379393 0.0 0.0 0.1
H -1.148856 -0.931429 -4.572733 0.0 0.1 0.0
H 5.133675 -4.362295 1.201626 0.0 0.0 0.0
H 3.974488 10.604382 -5.979806 0.1 0.0 0.0
H -0.699913 7.358353 -0.652460 0.0 0.0 0.0
H 3.963756 8.836768 -5.877226 0.0 0.0 0.0
H 1.113837 4.520900 7.089710 0.0 0.0 0.0
H -2.529812 -4.337787 -2.030439 -0.1 0.0 -0.1
H 0.332969 -4.708748 -2.464741 0.0 0.0 0.0
H -2.049386 -0.629382 -6.068378 0.0 0.0 0.0
H -4.937362 -8.985010 -6.374085 0.1 0.0 0.0
H -2.060770 6.763925 1.444485 0.1 -0.1 -0.1
H 2.765603 9.006504 -3.670030 -0.1 0.1 0.0
H 4.496356 4.886969 5.440546 0.0 0.0 0.0
H 2.221688 6.186663 4.111237 0.0 0.0 0.0
H 1.407580 10.344476 -1.585792 0.0 0.0 0.0
H -2.399426 4.746040 7.195823 0.0 0.0 0.0
H 6.528624 -2.257987 -1.011552 0.0 0.0 0.1
H -0.022910 3.715919 0.654211 1.3 0.9 -0.1
H -3.996830 7.036732 3.016673 0.0 0.0 0.0
H 0.671527 -7.281504 -7.421352 0.0 0.0 0.0
H -6.133945 -10.698562 -4.975341 0.0 0.0 0.0
H 2.412080 3.576582 5.153115 0.0 0.0 -0.1
H 4.429280 -3.315143 4.559119 0.0 0.0 0.0
H -5.043885 -8.201201 -3.422035 -0.1 -0.1 0.0
H 5.292229 10.725907 -3.764880 0.0 0.0 -0.1
H -2.013358 -6.447316 2.828831 0.0 0.0 0.1
H 4.340443 -2.845421 1.661447 0.0 0.0 0.0
H 8.608679 -0.973032 -1.426197 0.0 0.0 0.0
H -4.901861 -1.246301 2.894088 0.1 -0.2 0.1
H -0.522369 6.842534 8.049943 0.0 0.0 0.0
H 0.971437 -5.200893 -8.923440 0.0 0.0 0.0
H -2.870613 -6.691043 -2.493288 0.1 0.0 -0.1
H 1.636022 2.000204 -0.280175 -1.0 -0.3 -0.7
H -0.693560 -5.861222 -0.513030 -0.1 0.1 0.1
H -4.558683 -11.284329 -5.533582 0.0 0.0 0.0
H -2.161663 4.061924 2.244282 -0.1 0.0 0.0
H 2.393341 -4.725346 -7.981792 0.0 -0.1 0.0
H -2.883013 -8.325631 4.394989 0.0 0.1 0.0
H 1.063849 7.374517 -0.665200 0.0 0.0 0.0
H -4.176464 7.766597 7.952294 0.0 0.0 0.0
H 3.058600 -4.766746 2.570332 -0.1 0.1 0.1
H -0.413045 -5.092754 -6.826109 0.0 0.1 0.1
H 6.562438 -4.736366 -1.110316 0.0 0.0 0.0
H 8.120128 -1.809576 -2.909399 0.0 0.0 0.0
H 8.212589 -4.707306 -1.728262 0.0 0.0 -0.1
H 1.306585 -1.919803 2.690447 -1.2 0.3 0.1
H -3.064107 0.089142 -3.190787 0.1 0.1 -0.1
H -4.380955 5.921397 1.695326 0.0 0.0 0.0
H -1.511735 -2.690085 -0.573510 0.1 -0.1 0.1
H 0.994997 6.065395 6.228828 0.1 0.0 0.0
H -0.924503 -5.339013 -3.518117 0.0 -0.1 0.0
H -5.051584 -7.086536 -4.789081 0.0 0.0 0.0
H 2.307614 9.593724 -0.256893 0.0 -0.1 -0.1
H -4.525295 -7.675086 4.265958 0.0 0.0 0.0
H 0.548663 -7.061184 -5.669947 0.0 0.0 0.0
H 9.442365 -2.445494 -1.918364 0.0 0.0 0.0
H -1.711845 -7.799874 -1.735741 0.0 0.0 0.0
H 2.043269 -4.530774 -5.561380 0.0 0.0 0.0
H -2.250540 7.434024 6.367991 0.0 -0.1 -0.1
H -1.559814 7.164913 3.875571 0.0 0.0 0.0
H -1.564220 5.415408 4.144076 -0.1 0.1 0.0
H -1.774076 -8.827520 2.272138 0.0 0.0 0.0
H 4.968572 -6.389176 2.791971 0.0 0.0 0.0
H -3.525462 0.285499 -0.979302 0.0 0.0 0.0
H -5.778779 0.889192 -0.122993 -0.2 0.3 0.0
H 0.934988 8.535819 1.482040 0.0 0.0 0.0
H 5.282425 8.958259 -3.661691 0.0 0.0 0.0
H 6.890438 -4.071398 -2.719471 0.0 0.0 0.0
H 4.636049 9.935890 -2.332640 0.0 0.0 0.0
H -6.433470 -8.161088 -4.520212 0.0 0.0 0.0
H -4.749307 -10.729175 -3.871409 -0.1 0.0 0.0
H -4.195696 -9.361742 3.838719 0.0 0.0 0.0
H -4.191719 6.023325 8.262104 0.0 0.0 0.1
H -0.335393 6.136934 3.110494 0.0 0.1 0.0
H 3.093936 11.784002 -4.016051 0.0 0.0 0.0
H -2.979107 -9.114271 -4.353447 0.0 0.0 0.0
H 0.243987 -6.447084 -2.782169 0.0 0.0 0.0
H 1.373154 11.057669 0.033377 0.0 0.0 0.0
H -4.706781 -0.553211 -3.376869 0.0 0.0 0.0
H 1.873723 -0.842848 4.068237 1.2 -0.4 -0.2
H 2.665944 0.771285 2.376354 -0.6 0.8 0.7
H -2.909702 -6.944808 -0.754956 0.0 -0.1 0.0
H 0.165070 8.124997 -1.996562 0.0 0.0 0.0
```
Positions in Å, forces in eV/Å.